The following is a DFT calculation (ωB97M-V/def2-TZVPD) of 3 unconnected molecules or ions with the total composition C25H30O6S2 at a distorted geometry.

HOMO: -0.32721 Ha
Charge: 0
LUMO energy: -1.3 eV
Gap between HOMO and LUMO: 0.27831 Eh
Relative energy (zero: lowest compared OMol25 entry of this formula, charge and spin): 802.89 kJ/mol

```
63
Properties=species:S:1:pos:R:3:forces:R:3:lowdin_charge:R:1
C -2.612 2.276 3.834 0.43 -0.64 0.44 -0.162
C -1.336 3.253 3.903 -0.60 -1.32 0.94 -0.548
S -1.023 4.271 2.386 -0.27 -0.01 -0.04 0.801
C -1.640 3.430 0.857 -0.04 -1.03 -1.33 -0.491
C -0.735 2.226 0.330 1.95 -2.38 -0.90 -0.187
C -0.101 1.219 1.326 0.89 -0.93 -3.94 0.052
C 0.789 0.086 0.760 -0.53 1.19 -1.50 -0.026
C 1.085 -0.107 -0.769 -1.64 2.29 1.37 -0.038
C 0.455 0.887 -1.770 -0.36 -0.22 3.99 -0.007
C -0.438 2.039 -1.207 1.79 -1.69 1.61 -0.458
S -1.111 3.221 -2.498 0.96 -0.27 1.03 0.685
C 2.065 -1.315 -1.196 -0.35 -0.81 -1.06 -0.257
O 1.837 -2.046 -2.191 1.02 2.74 3.32 0.050
C 3.334 -1.509 -0.215 1.41 0.09 1.99 -0.043
C 4.753 -1.821 -0.737 -1.20 0.53 3.88 -0.002
C 5.898 -1.938 0.309 -3.46 0.89 0.81 -0.047
C 5.601 -1.736 1.837 -2.38 0.25 -2.23 -0.049
C 4.171 -1.431 2.380 0.56 -0.56 -4.32 0.008
C 3.033 -1.319 1.319 2.42 -0.37 -0.78 -0.034
C 1.517 -0.965 1.745 -0.57 -0.55 0.96 -0.236
O 0.954 -1.475 2.751 2.14 2.08 -3.44 0.037
H -2.261 1.250 4.242 -0.79 1.62 -0.55 0.077
H -3.449 2.670 4.501 1.07 -0.58 -1.05 0.077
H -3.013 2.072 2.788 0.59 0.47 1.38 0.055
H -0.421 2.613 4.162 -1.17 1.05 -0.55 0.060
H -1.500 3.939 4.820 0.42 -0.70 -1.84 0.084
H -2.732 3.075 0.922 1.64 0.53 0.09 0.091
H -1.634 4.232 0.023 0.06 -1.13 1.57 0.058
H -0.228 1.261 2.456 0.07 0.09 -1.84 0.091
H 0.684 0.748 -2.882 -0.57 0.47 1.83 0.108
H -0.146 4.239 -2.556 -0.66 -1.24 0.34 -0.090
H 4.882 -1.920 -1.867 0.01 0.07 1.92 0.108
H 6.953 -2.136 -0.092 -1.77 0.33 0.96 0.093
H 6.469 -1.799 2.575 -1.39 0.08 -1.21 0.088
H 3.952 -1.273 3.493 0.41 -0.32 -1.95 0.109
C -1.608 0.871 -7.226 0.14 -0.13 0.14 -0.065
C -1.643 2.319 -7.671 -0.01 -0.28 0.02 -0.230
O -1.166 3.189 -6.634 -0.32 0.46 0.03 -0.007
C 0.127 3.499 -6.443 0.51 0.26 0.54 -0.532
C 1.183 2.674 -7.125 0.27 0.20 -0.62 0.009
O 0.436 4.379 -5.670 -0.57 -0.51 -0.44 0.079
H -0.589 0.540 -7.016 -0.04 0.00 -0.11 0.068
H -2.031 0.221 -7.996 0.02 0.06 0.04 0.082
H -2.180 0.741 -6.303 -0.03 0.07 -0.13 0.085
H -1.099 2.483 -8.604 0.08 -0.01 0.10 0.113
H -2.678 2.611 -7.862 0.16 0.18 0.18 0.123
H 1.465 1.843 -6.478 -0.05 0.02 -0.05 0.095
H 2.057 3.305 -7.298 -0.10 -0.08 0.27 0.093
H 0.881 2.300 -8.102 -0.06 -0.21 0.12 0.071
C -1.460 -2.417 4.438 -0.27 0.09 0.15 -0.077
C -0.941 -3.747 3.933 -0.02 0.30 -0.02 -0.230
O -0.859 -4.706 5.000 0.41 -0.33 -0.02 0.001
C -1.878 -5.489 5.391 -0.21 -0.44 0.62 -0.529
C -3.270 -5.160 4.927 -0.30 -0.30 -0.59 0.003
O -1.686 -6.399 6.168 0.21 0.70 -0.56 0.093
H -2.476 -2.504 4.829 0.01 -0.03 -0.09 0.067
H -1.460 -1.675 3.637 0.06 -0.09 0.05 0.063
H -0.836 -2.049 5.257 0.06 -0.05 -0.16 0.087
H -1.528 -4.136 3.097 -0.08 -0.03 0.12 0.116
H 0.077 -3.617 3.560 -0.08 -0.18 0.22 0.106
H -3.739 -4.486 5.646 0.04 0.00 -0.06 0.095
H -3.846 -6.086 4.877 0.10 0.12 0.26 0.091
H -3.306 -4.724 3.930 0.00 0.23 0.12 0.069
```
Positions in Å, forces in eV/Å.